No. 1
{
  "formula": "C22H26BrIN2O6",
  "method": "ωB97M-V with the def2-TZVPD basis set",
  "symbols": ["C", "C", "C", "C", "C", "C", "O", "I", "C", "Br", "C", "C", "O", "C", "C", "C", "C", "O", "C", "C", "C", "O", "H", "H", "H", "H", "H", "H", "H", "H", "H", "H", "H", "H", "C", "O", "N", "C", "C", "H", "H", "H", "H", "H", "H", "H", "C", "O", "N", "C", "C", "H", "H", "H", "H", "H", "H", "H"],
  "xyz": [[3.877, 4.947, -0.294], [2.636, 4.392, 0.071], [2.405, 3.671, 1.435], [2.250, 2.216, 1.338], [2.302, 1.441, -0.017], [0.888, 1.039, -0.561], [0.280, 0.076, -0.221], [-0.100, 2.258, -2.097], [2.069, 1.481, 2.608], [1.922, -0.470, 2.441], [2.007, 2.160, 3.914], [1.768, 1.300, 5.197], [0.526, 1.727, 5.811], [-0.547, 1.714, 4.857], [2.170, 3.623, 3.986], [2.369, 4.388, 2.725], [2.558, 5.907, 2.820], [2.892, 6.616, 1.891], [2.368, 6.647, 4.179], [2.180, 5.969, 5.336], [2.166, 4.409, 5.318], [2.190, 3.885, 6.412], [4.510, 4.411, -1.055], [4.261, 5.926, 0.076], [1.780, 4.449, -0.645], [2.792, 2.044, -0.833], [2.982, 0.554, 0.128], [1.751, 0.199, 5.023], [2.560, 1.612, 5.934], [-0.400, 0.872, 4.120], [-1.488, 1.482, 5.431], [-0.703, 2.703, 4.355], [2.411, 7.765, 4.209], [2.078, 6.501, 6.310], [-2.027, -2.955, -2.191], [-2.490, -3.652, -3.077], [-1.857, -3.340, -0.907], [-1.297, -2.452, 0.094], [-2.246, -4.684, -0.520], [-1.700, -1.919, -2.379], [-0.388, -2.901, 0.502], [-2.027, -2.313, 0.896], [-1.053, -1.484, -0.338], [-1.683, -5.408, -1.113], [-3.310, -4.823, -0.722], [-2.050, -4.846, 0.539], [-3.353, -7.090, -6.867], [-4.005, -7.773, -7.635], [-3.443, -5.745, -6.750], [-2.631, -4.994, -5.809], [-4.383, -5.031, -7.593], [-2.611, -7.533, -6.182], [-3.283, -4.466, -5.115], [-2.023, -4.272, -6.360], [-1.975, -5.657, -5.245], [-5.392, -5.403, -7.404], [-4.137, -5.211, -8.641], [-4.342, -3.963, -7.386]],
  "lowdin_charge": [0.03, -0.12, -0.06, -0.16, -0.18, -0.76, -0.07, 0.77, -0.43, 0.82, -0.13, -0.18, -0.20, -0.10, 0.01, 0.00, -0.29, 0.08, 0.02, 0.02, -0.28, 0.10, 0.07, 0.06, 0.08, 0.10, 0.11, 0.08, 0.13, 0.08, 0.10, 0.10, 0.13, 0.13, -0.33, 0.00, -0.20, -0.06, -0.04, 0.14, 0.09, 0.10, 0.04, 0.09, 0.09, 0.09, -0.36, 0.00, -0.20, -0.07, -0.05, 0.13, 0.07, 0.09, 0.08, 0.09, 0.09, 0.09],
  "lumo_ev": -1.632,
  "energy_ha": -4286.34404,
  "smiles": "C=Cc1c(CC(=O)I)c(Br)c(COC)c2c1C(=O)C=CC2=O.CN(C)C=O.CN(C)C=O",
  "e_homo_ha": -0.305,
  "orbital_gap_ev": 6.679,
  "multiplicity": 1
}

=====

No. 2
{
  "formula": "C22H26ClDyMgOSi",
  "method": "ωB97M-V with the def2-TZVPD basis set",
  "symbols": ["Dy", "Cl", "C", "C", "H", "H", "H", "H", "H", "H", "Mg", "C", "C", "H", "H", "H", "H", "H", "O", "Si", "C", "C", "C", "C", "C", "C", "C", "C", "C", "C", "C", "C", "C", "C", "C", "C", "C", "C", "H", "H", "H", "H", "H", "H", "H", "H", "H", "H", "H", "H", "H", "H", "H"],
  "xyz": [[0.544, 0.331, -2.938], [1.272, -1.563, -1.168], [2.561, 1.314, -3.041], [-0.563, -1.123, -4.201], [2.307, 1.600, -4.082], [2.412, 2.050, -2.310], [3.172, 0.495, -2.897], [-0.362, -0.463, -5.066], [-1.512, -1.034, -3.762], [0.023, -1.965, -4.084], [-0.007, 0.060, 0.187], [-1.594, -0.971, 1.104], [-0.783, 1.228, -1.402], [-2.490, -0.509, 0.738], [-1.520, -2.011, 0.896], [-1.405, -0.725, 2.140], [-1.781, 1.055, -1.858], [-0.302, 2.205, -1.319], [0.902, 0.916, 1.481], [0.801, 0.884, 3.033], [-0.907, 1.411, 3.616], [-1.780, 0.567, 4.316], [-3.057, 1.018, 4.700], [-3.473, 2.312, 4.382], [-2.612, 3.159, 3.672], [-1.343, 2.705, 3.282], [1.307, -0.821, 3.668], [1.025, -1.236, 4.970], [1.437, -2.506, 5.410], [2.160, -3.345, 4.558], [2.470, -2.920, 3.263], [2.043, -1.659, 2.814], [2.045, 2.006, 3.873], [1.656, 2.955, 4.821], [2.620, 3.767, 5.440], [3.971, 3.627, 5.114], [4.363, 2.671, 4.167], [3.400, 1.859, 3.550], [-1.490, -0.454, 4.571], [-3.722, 0.347, 5.247], [-4.457, 2.659, 4.683], [-2.931, 4.172, 3.426], [-0.686, 3.386, 2.726], [0.480, -0.587, 5.657], [1.192, -2.832, 6.420], [2.488, -4.323, 4.903], [3.049, -3.561, 2.599], [2.295, -1.341, 1.797], [0.608, 3.072, 5.098], [2.305, 4.501, 6.181], [4.716, 4.254, 5.598], [5.416, 2.556, 3.914], [3.721, 1.111, 2.817]],
  "lowdin_charge": [0.91, -0.06, -0.37, -0.37, -0.07, -0.08, -0.10, -0.06, -0.07, -0.10, 0.16, -0.21, -0.45, -0.06, -0.08, -0.09, -0.08, -0.10, -0.35, 0.38, -0.22, -0.10, -0.10, -0.12, -0.10, -0.09, -0.20, -0.11, -0.11, -0.12, -0.09, -0.07, -0.20, -0.09, -0.11, -0.13, -0.10, -0.07, 0.09, 0.09, 0.08, 0.09, 0.11, 0.09, 0.08, 0.08, 0.09, 0.09, 0.09, 0.09, 0.08, 0.09, 0.11],
  "lumo_ev": [4.533, 4.529],
  "energy_ha": -2763.92845,
  "charge": -2,
  "e_homo_ha": [-0.002, -0.013],
  "orbital_gap_ev": [4.600, 4.875],
  "multiplicity": 6
}

=====

No. 3
{
  "formula": "C22H26ClFN4O3",
  "method": "ωB97M-V with the def2-TZVPD basis set",
  "symbols": ["C", "H", "H", "H", "C", "H", "H", "C", "N", "C", "O", "C", "N", "C", "O", "C", "H", "C", "C", "O", "N", "C", "N", "C", "C", "C", "C", "H", "H", "H", "H", "H", "H", "H", "H", "C", "C", "C", "C", "C", "C", "H", "Cl", "F", "H", "H", "H", "H", "H", "C", "H", "H", "H", "C", "H", "H", "H"],
  "xyz": [[-5.039, -3.163, -1.499], [-5.330, -4.056, -2.047], [-5.690, -3.072, -0.633], [-5.195, -2.305, -2.147], [-3.578, -3.278, -1.082], [-2.960, -3.403, -1.972], [-3.453, -4.169, -0.461], [-3.029, -2.071, -0.297], [-1.644, -2.381, 0.071], [-0.627, -2.516, -0.782], [-0.691, -2.436, -1.995], [0.716, -2.796, -0.079], [1.231, -1.625, 0.623], [0.787, -1.403, 1.893], [0.062, -2.212, 2.439], [1.210, -0.128, 2.604], [2.273, -0.167, 2.842], [0.905, 1.166, 1.849], [-0.564, 1.268, 1.467], [-1.386, 0.425, 1.736], [-0.842, 2.422, 0.793], [-2.066, 2.881, 0.311], [-1.944, 3.946, -0.474], [-3.039, 4.476, -0.991], [-4.309, 3.976, -0.754], [-4.430, 2.872, 0.079], [-3.295, 2.308, 0.631], [-3.349, 1.458, 1.288], [-5.401, 2.456, 0.301], [-5.175, 4.438, -1.200], [-2.880, 5.340, -1.622], [-0.077, 3.032, 0.534], [1.150, 2.015, 2.493], [1.510, 1.251, 0.944], [0.652, -0.130, 3.543], [2.155, -0.836, -0.089], [1.826, -0.355, -1.355], [2.739, 0.399, -2.067], [3.981, 0.671, -1.521], [4.338, 0.168, -0.274], [3.425, -0.598, 0.432], [3.716, -1.022, 1.379], [5.904, 0.477, 0.381], [4.854, 1.420, -2.215], [2.501, 0.783, -3.046], [0.862, -0.581, -1.784], [1.445, -3.102, -0.831], [0.581, -3.594, 0.656], [-1.439, -2.417, 1.062], [-3.050, -0.793, -1.139], [-2.560, -0.965, -2.093], [-2.522, -0.004, -0.610], [-4.071, -0.467, -1.316], [-3.778, -1.852, 1.015], [-4.787, -1.498, 0.825], [-3.253, -1.107, 1.608], [-3.832, -2.777, 1.584]],
  "lowdin_charge": [-0.09, 0.07, 0.07, 0.07, -0.19, 0.11, 0.12, -0.52, 0.14, -0.47, 0.04, -0.02, 0.02, -0.44, 0.06, -0.07, 0.11, -0.08, -0.44, 0.08, 0.15, -0.29, 0.11, -0.15, -0.07, -0.06, -0.01, 0.10, 0.11, 0.10, 0.11, 0.15, 0.13, 0.11, 0.13, -0.24, 0.01, 0.02, -0.30, -0.59, -0.04, 0.12, 0.72, 0.06, 0.13, 0.11, 0.14, 0.13, 0.11, -0.02, 0.08, 0.06, 0.08, -0.02, 0.08, 0.07, 0.09],
  "lumo_ev": 0.497,
  "energy_ha": -1858.82683,
  "smiles": "CCC(C)(C)NC(=O)CN(C(=O)CCC(=O)Nc1ccccn1)c1ccc(F)c(Cl)c1",
  "e_homo_ha": -0.333,
  "orbital_gap_ev": 9.549,
  "multiplicity": 1
}

=====

Please write out number 1 again, unchanged.
{
  "formula": "C22H26BrIN2O6",
  "method": "ωB97M-V with the def2-TZVPD basis set",
  "symbols": ["C", "C", "C", "C", "C", "C", "O", "I", "C", "Br", "C", "C", "O", "C", "C", "C", "C", "O", "C", "C", "C", "O", "H", "H", "H", "H", "H", "H", "H", "H", "H", "H", "H", "H", "C", "O", "N", "C", "C", "H", "H", "H", "H", "H", "H", "H", "C", "O", "N", "C", "C", "H", "H", "H", "H", "H", "H", "H"],
  "xyz": [[3.877, 4.947, -0.294], [2.636, 4.392, 0.071], [2.405, 3.671, 1.435], [2.250, 2.216, 1.338], [2.302, 1.441, -0.017], [0.888, 1.039, -0.561], [0.280, 0.076, -0.221], [-0.100, 2.258, -2.097], [2.069, 1.481, 2.608], [1.922, -0.470, 2.441], [2.007, 2.160, 3.914], [1.768, 1.300, 5.197], [0.526, 1.727, 5.811], [-0.547, 1.714, 4.857], [2.170, 3.623, 3.986], [2.369, 4.388, 2.725], [2.558, 5.907, 2.820], [2.892, 6.616, 1.891], [2.368, 6.647, 4.179], [2.180, 5.969, 5.336], [2.166, 4.409, 5.318], [2.190, 3.885, 6.412], [4.510, 4.411, -1.055], [4.261, 5.926, 0.076], [1.780, 4.449, -0.645], [2.792, 2.044, -0.833], [2.982, 0.554, 0.128], [1.751, 0.199, 5.023], [2.560, 1.612, 5.934], [-0.400, 0.872, 4.120], [-1.488, 1.482, 5.431], [-0.703, 2.703, 4.355], [2.411, 7.765, 4.209], [2.078, 6.501, 6.310], [-2.027, -2.955, -2.191], [-2.490, -3.652, -3.077], [-1.857, -3.340, -0.907], [-1.297, -2.452, 0.094], [-2.246, -4.684, -0.520], [-1.700, -1.919, -2.379], [-0.388, -2.901, 0.502], [-2.027, -2.313, 0.896], [-1.053, -1.484, -0.338], [-1.683, -5.408, -1.113], [-3.310, -4.823, -0.722], [-2.050, -4.846, 0.539], [-3.353, -7.090, -6.867], [-4.005, -7.773, -7.635], [-3.443, -5.745, -6.750], [-2.631, -4.994, -5.809], [-4.383, -5.031, -7.593], [-2.611, -7.533, -6.182], [-3.283, -4.466, -5.115], [-2.023, -4.272, -6.360], [-1.975, -5.657, -5.245], [-5.392, -5.403, -7.404], [-4.137, -5.211, -8.641], [-4.342, -3.963, -7.386]],
  "lowdin_charge": [0.03, -0.12, -0.06, -0.16, -0.18, -0.76, -0.07, 0.77, -0.43, 0.82, -0.13, -0.18, -0.20, -0.10, 0.01, 0.00, -0.29, 0.08, 0.02, 0.02, -0.28, 0.10, 0.07, 0.06, 0.08, 0.10, 0.11, 0.08, 0.13, 0.08, 0.10, 0.10, 0.13, 0.13, -0.33, 0.00, -0.20, -0.06, -0.04, 0.14, 0.09, 0.10, 0.04, 0.09, 0.09, 0.09, -0.36, 0.00, -0.20, -0.07, -0.05, 0.13, 0.07, 0.09, 0.08, 0.09, 0.09, 0.09],
  "lumo_ev": -1.632,
  "energy_ha": -4286.34404,
  "smiles": "C=Cc1c(CC(=O)I)c(Br)c(COC)c2c1C(=O)C=CC2=O.CN(C)C=O.CN(C)C=O",
  "e_homo_ha": -0.305,
  "orbital_gap_ev": 6.679,
  "multiplicity": 1
}

=====

What is the formula in the first record?
C22H26BrIN2O6